No. 1
{"formula": "C35H33O7PS2", "method": "wB97M-V/def2-TZVPD", "symbols": ["C", "C", "C", "C", "S", "C", "C", "S", "C", "C", "C", "C", "C", "C", "O", "O", "O", "O", "C", "C", "H", "H", "H", "H", "H", "H", "H", "H", "H", "H", "H", "H", "C", "O", "C", "C", "C", "C", "P", "C", "C", "C", "C", "O", "C", "C", "C", "C", "C", "C", "C", "O", "C", "C", "C", "C", "C", "H", "H", "H", "H", "H", "H", "H", "H", "H", "H", "H", "H", "H", "H", "H", "H", "H", "H", "H", "H", "H"], "coordinates": [[2.9622, -4.3497, -4.5042], [3.4426, -3.2949, -5.2898], [3.4683, -1.9986, -4.7756], [2.9483, -1.7541, -3.5078], [2.9401, -0.0672, -2.8522], [1.1960, 0.4997, -2.8193], [0.6953, 1.0102, -1.6659], [0.1815, 0.3808, -4.3071], [-1.0488, -0.9180, -4.0345], [-0.7765, -2.2405, -4.3912], [-1.7198, -3.2425, -4.1509], [-2.9673, -2.9094, -3.6050], [-3.2624, -1.5748, -3.3098], [-2.3079, -0.5778, -3.5301], [-0.5428, 1.6165, -4.4754], [1.0548, -0.1178, -5.3486], [3.3132, -0.1683, -1.4508], [3.7316, 0.7456, -3.7511], [2.5125, -2.8020, -2.6992], [2.4815, -4.0983, -3.2126], [2.9712, -5.3659, -4.8957], [3.7945, -3.4719, -6.3069], [3.8828, -1.1789, -5.3635], [-0.3954, 1.1538, -1.6111], [1.4281, 1.3659, -0.9056], [0.1793, -2.4906, -4.8608], [-1.4895, -4.2803, -4.3968], [-3.7120, -3.6894, -3.4306], [-4.2417, -1.2975, -2.9145], [-2.5400, 0.4694, -3.3273], [2.1890, -2.6014, -1.6780], [2.0835, -4.9089, -2.6049], [-6.5795, 2.3764, 1.4323], [-5.4692, 2.8574, 2.2196], [-4.2027, 2.6678, 1.7617], [-3.1566, 3.0292, 2.6400], [-1.8432, 2.7593, 2.2989], [-1.5299, 2.0830, 1.1025], [0.1590, 1.4513, 0.7887], [1.1298, 2.1689, 2.1651], [1.4226, 1.4072, 3.3165], [1.8625, 2.0266, 4.4741], [2.1079, 3.4208, 4.4877], [2.4241, 3.9838, 5.6856], [2.6289, 5.4057, 5.7615], [1.9623, 4.1579, 3.2904], [1.4955, 3.5352, 2.1438], [0.0953, -0.3085, 1.2109], [1.2257, -1.1069, 0.9711], [1.3295, -2.3754, 1.5156], [0.2450, -2.8932, 2.2666], [0.2935, -4.0693, 2.9485], [1.5306, -4.8150, 2.9549], [-0.9437, -2.1422, 2.3931], [-1.0228, -0.8739, 1.8485], [-2.5701, 1.8397, 0.1761], [-3.8920, 2.1142, 0.4977], [-7.4526, 2.6186, 2.0484], [-6.6484, 2.9047, 0.4687], [-6.5314, 1.2867, 1.2758], [-3.4057, 3.5000, 3.5869], [-1.0583, 3.0751, 2.9842], [1.2839, 0.3232, 3.3287], [2.0063, 1.4645, 5.3882], [2.9064, 5.5636, 6.8078], [3.4541, 5.7334, 5.1118], [1.7072, 5.9669, 5.5452], [2.1902, 5.2238, 3.2954], [1.3996, 4.1147, 1.2212], [2.0521, -0.7372, 0.3616], [2.2468, -2.9544, 1.4011], [1.2823, -5.7189, 3.5225], [1.8434, -5.0828, 1.9342], [2.3336, -4.2626, 3.4666], [-1.7691, -2.5664, 2.9546], [-1.9504, -0.3116, 1.9361], [-2.3497, 1.4281, -0.8090], [-4.6949, 1.8874, -0.2040]], "orbital_gap_ev": 6.678, "homo_ev": -7.031, "smiles": "C=C(S(=O)(=O)c1ccccc1)S(=O)(=O)c1ccccc1.COc1ccc(P(c2ccc(OC)cc2)c2ccc(OC)cc2)cc1", "fmax_ev_per_a": 4.15, "energy_ev": -82117.123}

***

No. 2
{"formula": "C35H34BF49NO10P", "method": "wB97M-V/def2-TZVPD", "symbols": ["C", "C", "B", "O", "C", "C", "C", "C", "F", "F", "C", "F", "F", "C", "F", "F", "C", "F", "F", "F", "O", "C", "N", "O", "P", "O", "O", "H", "H", "H", "H", "H", "H", "H", "H", "H", "H", "H", "H", "H", "H", "C", "C", "C", "F", "F", "F", "F", "O", "C", "C", "F", "F", "F", "F", "H", "H", "H", "H", "C", "C", "C", "F", "F", "F", "F", "O", "C", "C", "F", "F", "F", "F", "H", "H", "H", "H", "C", "C", "C", "F", "F", "F", "F", "O", "C", "C", "F", "F", "F", "F", "H", "H", "H", "H", "C", "C", "C", "F", "F", "F", "F", "O", "C", "C", "F", "F", "F", "F", "H", "H", "H", "H", "C", "C", "C", "F", "F", "F", "F", "O", "C", "C", "F", "F", "F", "F", "H", "H", "H", "H"], "coordinates": [[-0.6585, -5.6506, 2.0716], [0.0572, -5.8823, 0.7267], [0.1982, -4.5773, -0.1508], [-0.4358, -4.4913, -1.3721], [1.0626, -3.3133, 0.3017], [2.0009, -2.9431, -0.8626], [2.4570, -1.4843, -0.9296], [3.1612, -1.0909, -2.2183], [2.4065, -1.4486, -3.3009], [3.3120, 0.2555, -2.2174], [4.5506, -1.7328, -2.4212], [4.4232, -3.0681, -2.5727], [5.2701, -1.5175, -1.2992], [5.3734, -1.1733, -3.6434], [4.6680, -0.2932, -4.3640], [6.4720, -0.5484, -3.1697], [5.8818, -2.2643, -4.6205], [6.5441, -1.6418, -5.6072], [6.7199, -3.1056, -4.0403], [4.8762, -2.9251, -5.1781], [1.7852, -3.7400, 1.4876], [2.5227, -2.7882, 2.1134], [3.8904, -2.8530, 1.7941], [2.0495, -1.9818, 2.8683], [-0.1282, -1.8916, 0.7435], [-0.9093, -2.4670, 2.0462], [-1.3340, -2.0703, -0.3467], [-0.8734, -6.6150, 2.5314], [-1.5769, -5.0843, 1.9298], [-0.0352, -5.0895, 2.7651], [-0.5353, -6.6051, 0.1549], [1.0454, -6.3260, 0.8835], [-0.4324, -5.3301, -1.8436], [1.5513, -3.2365, -1.8100], [2.8826, -3.5764, -0.7400], [3.1381, -1.2239, -0.1192], [1.6301, -0.7758, -0.8591], [4.3402, -3.6704, 2.1913], [4.3385, -2.0237, 2.1714], [-0.4595, -2.1071, 2.8237], [-1.0014, -2.3733, -1.2035], [6.1750, 2.2136, -1.5977], [6.5973, 3.6059, -2.0849], [7.8005, 4.2609, -1.4029], [7.5581, 4.4798, -0.0951], [8.0369, 5.4550, -1.9924], [5.5418, 4.4445, -2.0639], [6.9707, 3.4463, -3.3898], [5.0845, 2.1377, -0.7008], [5.2605, 2.2284, 0.6523], [4.5096, 3.4268, 1.2411], [4.9528, 4.5724, 0.6896], [4.7436, 3.4737, 2.5721], [6.5590, 2.2345, 1.0018], [4.7102, 1.1150, 1.2023], [5.8084, 1.7101, -2.4891], [7.0297, 1.6319, -1.2506], [8.6913, 3.6356, -1.5080], [3.4377, 3.3260, 1.0604], [-3.8734, 3.9096, -0.5567], [-2.4134, 3.9812, -1.0285], [-1.9360, 2.9261, -2.0304], [-1.9963, 1.6879, -1.5036], [-0.6463, 3.1851, -2.3473], [-1.5851, 4.0164, 0.0334], [-2.2949, 5.1736, -1.6853], [-4.1182, 3.3065, 0.7004], [-4.3131, 1.9513, 0.8172], [-3.2373, 1.3119, 1.6980], [-2.0180, 1.5300, 1.1690], [-3.4465, -0.0190, 1.7542], [-4.4029, 1.3502, -0.3804], [-5.4991, 1.7722, 1.4429], [-4.1627, 4.9500, -0.4120], [-4.5297, 3.5135, -1.3321], [-2.5354, 2.9626, -2.9443], [-3.2694, 1.7287, 2.7069], [-6.1789, 6.1734, 5.7743], [-5.7231, 4.9041, 6.5055], [-4.3020, 4.8791, 7.0698], [-3.3882, 4.9882, 6.0866], [-4.1128, 3.6923, 7.6930], [-5.9165, 3.8195, 5.7146], [-6.5433, 4.7757, 7.5855], [-6.1281, 6.1529, 4.3634], [-5.0004, 6.5244, 3.6810], [-4.4547, 5.3669, 2.8413], [-4.1454, 4.3162, 3.6299], [-3.3282, 5.7710, 2.2126], [-4.0603, 7.0366, 4.4940], [-5.3556, 7.4990, 2.8126], [-7.2417, 6.2534, 5.9993], [-5.7065, 7.0644, 6.1891], [-4.1589, 5.6851, 7.7941], [-5.1907, 5.0513, 2.1013], [5.0390, -4.3572, -8.4246], [5.6767, -5.5496, -7.6994], [7.1837, -5.4924, -7.4425], [7.8712, -5.4594, -8.6012], [7.5519, -6.6040, -6.7650], [5.3541, -6.6993, -8.3264], [5.0999, -5.5832, -6.4608], [4.7855, -4.5020, -9.8068], [5.7290, -4.1781, -10.7437], [6.1214, -5.3956, -11.5870], [6.6259, -6.3676, -10.8024], [7.0725, -5.0240, -12.4727], [6.8062, -3.5871, -10.1986], [5.1669, -3.2855, -11.5916], [4.0461, -4.2702, -7.9854], [5.5559, -3.4238, -8.1977], [7.4396, -4.6147, -6.8419], [5.2513, -5.7777, -12.1239], [-9.9496, 0.6840, 5.3645], [-9.4184, -0.7094, 5.0027], [-9.5942, -1.8215, 6.0388], [-8.9182, -1.5408, 7.1704], [-9.1026, -2.9731, 5.5279], [-8.1277, -0.6296, 4.6236], [-10.1435, -1.1153, 3.9171], [-9.0107, 1.6285, 5.8331], [-8.7025, 1.7325, 7.1638], [-7.2205, 1.4431, 7.4165], [-6.9143, 0.1927, 7.0099], [-6.9755, 1.5243, 8.7456], [-9.4970, 0.9625, 7.9299], [-8.9234, 3.0174, 7.5272], [-10.2938, 1.1002, 4.4188], [-10.8250, 0.6227, 6.0123], [-10.6524, -1.9661, 6.2737], [-6.5907, 2.1551, 6.8874]], "orbital_gap_ev": 8.361, "homo_ev": -8.105, "smiles": "CCB(O)[C@](CCC(F)(F)C(F)(F)C(F)(F)C(F)(F)F)(OC(N)=O)P(O)O.FC(F)C(F)(F)COC(F)(F)C(F)F.FC(F)C(F)(F)COC(F)(F)C(F)F.FC(F)C(F)(F)COC(F)(F)C(F)F.FC(F)C(F)(F)COC(F)(F)C(F)F.FC(F)C(F)(F)COC(F)(F)C(F)F", "fmax_ev_per_a": 1.54, "energy_ev": -201937.228}

***

Here are the calculated E_LUMO numbers, same order: -0.353, 0.256 (eV).